The following is a DFT calculation (ωB97M-V/def2-TZVPD) of C46H58N4O8P2S2SiW as an isolated structure in a non-equilibrium geometry.

Computed properties:
gap between HOMO and LUMO (alpha / beta) = 5.681 / 5.395 eV
E_tot = -120934.45695 eV
spin multiplicity = 3

Positions of all 122 atoms, in Å:
W  -0.498  0.632  0.078
C  -1.538  -2.432  2.241
N  -1.608  -2.285  0.768
P  -2.725  -1.104  0.185
C  -4.115  -2.174  -0.338
C  -4.391  -2.394  -1.683
C  -5.445  -3.218  -2.057
C  -6.218  -3.831  -1.086
C  -5.949  -3.608  0.259
C  -4.911  -2.775  0.635
C  -3.819  0.004  1.222
C  -3.742  0.223  2.609
C  -4.602  1.083  3.212
C  -5.527  1.771  2.418
C  -5.591  1.631  1.054
C  -4.738  0.660  0.418
P  0.073  -1.956  0.119
C  0.741  -3.653  0.290
C  -0.080  -4.715  0.663
C  0.445  -5.992  0.769
C  1.785  -6.217  0.509
C  2.601  -5.160  0.136
C  2.092  -3.874  0.028
C  0.097  -1.892  -1.772
C  1.159  -1.368  -2.502
C  1.099  -1.352  -3.889
C  -0.008  -1.840  -4.564
C  -1.064  -2.378  -3.841
C  -1.001  -2.410  -2.460
H  -2.537  -2.648  2.619
H  -1.126  -1.559  2.749
H  -0.903  -3.274  2.503
H  -3.789  -1.915  -2.446
H  -5.659  -3.378  -3.105
H  -7.038  -4.476  -1.373
H  -6.561  -4.077  1.019
H  -4.734  -2.586  1.687
H  -3.032  -0.323  3.223
H  -4.561  1.223  4.285
H  -6.236  2.457  2.869
H  -6.421  2.063  0.511
H  -4.947  0.327  -0.588
H  -1.131  -4.560  0.852
H  -0.202  -6.811  1.057
H  2.196  -7.214  0.595
H  3.645  -5.346  -0.069
H  2.741  -3.050  -0.254
H  2.033  -0.976  -2.008
H  1.935  -0.941  -4.440
H  -0.046  -1.810  -5.645
H  -1.933  -2.774  -4.352
H  -1.825  -2.843  -1.904
O  -0.298  0.700  2.276
H  0.587  0.787  2.656
H  -0.977  0.663  2.952
O  0.151  2.203  -0.051
C  7.171  -1.044  -0.414
C  5.939  -1.897  -0.701
C  6.157  -3.282  -0.112
C  5.687  -2.025  -2.200
O  4.768  -1.373  -0.030
Si  4.266  0.194  -0.048
S  2.192  0.445  0.044
O  4.822  0.831  -1.441
C  4.728  2.161  -1.978
C  4.502  3.229  -0.916
C  6.057  2.415  -2.682
C  3.596  2.179  -2.999
O  4.968  1.005  1.190
C  4.843  0.843  2.602
C  3.743  1.767  3.117
C  6.179  1.293  3.188
C  4.570  -0.599  3.011
H  8.061  -1.533  -0.812
H  7.294  -0.910  0.662
H  7.086  -0.060  -0.872
H  7.024  -3.764  -0.563
H  5.280  -3.900  -0.287
H  6.311  -3.216  0.967
H  6.499  -2.585  -2.667
H  5.623  -1.048  -2.671
H  4.748  -2.555  -2.377
H  5.295  3.208  -0.169
H  3.545  3.088  -0.412
H  4.497  4.207  -1.399
H  6.878  2.371  -1.964
H  6.062  3.394  -3.161
H  6.233  1.649  -3.440
H  2.634  2.039  -2.503
H  3.734  1.370  -3.719
H  3.579  3.129  -3.534
H  3.887  2.775  2.728
H  3.751  1.799  4.207
H  2.766  1.416  2.775
H  6.387  2.322  2.895
H  6.984  0.666  2.803
H  6.171  1.228  4.276
H  3.605  -0.943  2.632
H  4.561  -0.667  4.100
H  5.340  -1.266  2.624
O  -8.249  3.451  -2.322
S  -8.828  4.614  -1.679
O  -9.950  4.334  -0.809
O  -8.946  5.787  -2.513
C  -7.544  5.098  -0.482
N  -7.751  6.157  0.313
C  -6.807  6.439  1.187
C  -5.631  5.696  1.316
C  -5.508  4.636  0.441
N  -6.457  4.349  -0.446
C  -4.370  3.691  0.392
C  -4.314  2.757  -0.627
C  -3.204  1.960  -0.725
N  -2.201  1.993  0.130
C  -2.221  2.911  1.108
C  -3.254  3.798  1.224
H  -6.984  7.295  1.830
H  -4.882  5.957  2.050
H  -5.077  2.720  -1.393
H  -3.089  1.298  -1.576
H  -1.380  2.912  1.784
H  -3.230  4.547  2.005